This record from the OMol25 dataset describes a molecular structure, C5H9FeO11 in a non-equilibrium geometry. The level of theory is ωB97M-V/def2-TZVPD.

## Properties
HOMO level (spin up / spin down): -6.2 / -4.8 eV
Total charge: -1
Max |F|: 0.1138 hartree/bohr
DFT total energy: -62244.2963 eV
2S+1: 5
ΔE to the lowest compared entry with this formula, charge and spin: 0.00 kJ/mol

CARTESIAN COORDINATES (ANGSTROEM)
Fe  8.58573  5.79944  4.54626
O  8.38129  8.46209  7.43858
C  8.54699  7.14593  6.80952
O  9.72590  6.78852  6.63572
O  7.57096  6.47516  6.36899
H  7.45742  8.66196  7.34480
O  10.23704  8.74425  4.91046
C  9.37722  8.39225  3.92106
O  8.67146  9.30466  3.41014
O  9.39835  7.11390  3.67585
H  9.75652  9.56039  5.25056
O  11.18998  3.65722  4.65073
C  10.06511  3.52517  3.84891
O  9.03339  4.05082  4.50785
O  10.09112  3.24381  2.71702
H  11.16384  3.65646  5.57564
C  5.42972  5.28632  4.16097
C  4.48614  5.92786  5.18457
O  3.51789  6.94339  4.69772
O  6.51700  5.97580  3.53370
H  4.77034  4.82208  3.41351
H  5.97066  4.47151  4.60264
H  5.01362  6.27822  6.12369
H  3.92639  5.11752  5.66778
H  4.05848  7.65635  4.26742
H  6.44688  6.98247  3.53060